{
  "formula": "C20H24N2O3S",
  "method": "ωB97M-V/def2-TZVPD",
  "smiles": "CCOc1ccc(CSc2nc(C)cc(COC)c2C#N)cc1OCC",
  "charge": 0,
  "elements": ["C", "C", "O", "C", "C", "C", "C", "C", "S", "C", "N", "C", "C", "C", "C", "C", "O", "C", "C", "C", "N", "C", "C", "O", "C", "C", "H", "H", "H", "H", "H", "H", "H", "H", "H", "H", "H", "H", "H", "H", "H", "H", "H", "H", "H", "H", "H", "H", "H", "H"],
  "coordinates": [[-2.08333, -2.43050, 1.04731], [-3.36786, -2.17048, 0.26690], [-3.79366, -0.82101, 0.35857], [-2.99093, 0.19093, -0.08541], [-3.11523, 1.38587, 0.61578], [-2.37726, 2.50616, 0.29013], [-1.49290, 2.45545, -0.77403], [-0.62944, 3.63021, -1.11046], [1.10319, 3.12186, -1.43010], [1.36629, 2.09304, -0.03826], [0.57831, 2.27601, 1.00136], [0.68627, 1.48478, 2.05840], [-0.27303, 1.74113, 3.17199], [1.62541, 0.45632, 2.11069], [2.48102, 0.25889, 1.03965], [3.46667, -0.87514, 1.00318], [2.92288, -1.87542, 0.16683], [3.83615, -2.89682, -0.13852], [2.36068, 1.09791, -0.07395], [3.17944, 0.92700, -1.20755], [3.84801, 0.78135, -2.12827], [-1.38990, 1.28241, -1.50964], [-2.11716, 0.14403, -1.19135], [-2.05090, -1.01889, -1.90962], [-1.00559, -1.21550, -2.84375], [0.35462, -1.41248, -2.18261], [-1.25517, -1.87072, 0.61835], [-1.84338, -3.48994, 1.01447], [-2.20629, -2.12697, 2.08486], [-4.19732, -2.73184, 0.70688], [-3.24735, -2.47329, -0.77691], [-3.80614, 1.40182, 1.44455], [-2.47539, 3.40751, 0.87419], [-0.62345, 4.35909, -0.30220], [-0.93375, 4.11256, -2.04103], [-1.25717, 1.37427, 2.88182], [-0.36057, 2.81045, 3.34558], [0.04094, 1.24210, 4.08404], [1.68260, -0.18530, 2.97597], [4.42962, -0.52594, 0.59713], [3.63805, -1.27358, 2.01567], [3.30666, -3.59877, -0.77893], [4.17683, -3.41150, 0.76868], [4.70816, -2.50064, -0.67222], [-0.71012, 1.26833, -2.34758], [-0.97309, -0.39387, -3.56919], [-1.29875, -2.12518, -3.37555], [0.62226, -0.55202, -1.57493], [0.34234, -2.28815, -1.53849], [1.11873, -1.54551, -2.94245]]
}

=====

{
  "formula": "C9H12F6NO3",
  "method": "ωB97M-V/def2-TZVPD",
  "smiles": "CCC[N@@H+](C)C(=O)C(F)(F)C(F)(F)C(F)(F)C(=O)O",
  "charge": 1,
  "elements": ["C", "C", "C", "N", "C", "C", "O", "C", "F", "F", "C", "F", "F", "C", "F", "F", "C", "O", "O", "H", "H", "H", "H", "H", "H", "H", "H", "H", "H", "H", "H"],
  "coordinates": [[-3.87951, -1.71889, -1.34331], [-2.92056, -0.47713, -1.29632], [-1.92895, -0.64102, -0.11331], [-1.25405, 0.63176, 0.34067], [-0.71134, 0.40238, 1.73248], [-0.27499, 1.20378, -0.62405], [-0.69605, 1.66928, -1.58456], [1.28064, 1.27595, -0.39906], [1.61074, 1.95436, 0.72582], [1.76831, 2.01951, -1.38289], [2.01969, -0.11384, -0.48249], [1.16291, -1.15882, -0.61114], [2.77929, -0.11939, -1.57883], [2.99836, -0.42913, 0.70167], [2.40487, -0.40930, 1.92318], [3.39624, -1.69287, 0.49853], [4.33400, 0.42386, 0.64096], [5.23892, -0.02240, 0.08849], [4.42484, 1.63649, 1.22746], [-4.68071, -1.48747, -2.05970], [-3.33038, -2.62739, -1.64798], [-4.27771, -1.88113, -0.32426], [-2.31740, -0.55152, -2.22424], [-3.45996, 0.48414, -1.30846], [-1.23827, -1.46383, -0.35292], [-2.52724, -0.98993, 0.75163], [-2.00243, 1.33095, 0.45040], [-1.50062, 0.06107, 2.42287], [-0.34064, 1.36595, 2.12231], [0.07067, -0.37152, 1.69600], [3.85135, 1.69609, 2.01103]]
}

=====

{
  "formula": "C11H15N",
  "method": "ωB97M-V/def2-TZVPD",
  "smiles": "Cc1c[nH]c2ccccc12.CC",
  "charge": 0,
  "elements": ["C", "C", "C", "N", "C", "C", "C", "C", "C", "C", "H", "H", "H", "H", "H", "H", "H", "H", "H", "C", "C", "H", "H", "H", "H", "H", "H"],
  "coordinates": [[1.00836, 2.58858, 2.63965], [-0.25763, 2.15315, 1.99097], [-1.50462, 2.27197, 2.53652], [-2.48368, 1.82197, 1.65393], [-1.86284, 1.27099, 0.54529], [-2.33627, 1.00178, -0.73682], [-1.38079, 0.60504, -1.67527], [-0.01774, 0.57506, -1.43180], [0.44747, 1.07220, -0.23838], [-0.46646, 1.47340, 0.73607], [1.48682, 1.70797, 3.09334], [0.89029, 3.30180, 3.44471], [1.77993, 2.95630, 1.95778], [-1.87530, 2.59340, 3.49308], [-3.43107, 1.80691, 2.00407], [-3.37235, 1.02806, -1.02883], [-1.79922, 0.27536, -2.62039], [0.68239, 0.22658, -2.17956], [1.46502, 1.34732, 0.02432], [2.33540, -3.91639, -2.04293], [0.93839, -3.50402, -1.60879], [3.12834, -3.25457, -1.69884], [2.56792, -4.91428, -1.66391], [2.44985, -3.99850, -3.12644], [0.26455, -4.36326, -1.73172], [0.47966, -2.55184, -1.82376], [0.86357, -3.57499, -0.51230]]
}

=====

{
  "formula": "C25H43BBrFN3O13",
  "method": "ωB97M-V/def2-TZVPD",
  "charge": -1,
  "elements": ["C", "C", "O", "O", "C", "C", "C", "C", "O", "Br", "O", "B", "C", "O", "N", "C", "O", "F", "O", "C", "N", "C", "O", "C", "C", "C", "C", "N", "C", "H", "H", "H", "H", "H", "H", "H", "H", "H", "H", "H", "H", "H", "C", "C", "O", "H", "H", "H", "H", "H", "H", "C", "C", "O", "H", "H", "H", "H", "H", "H", "C", "C", "O", "H", "H", "H", "H", "H", "H", "C", "C", "O", "H", "H", "H", "H", "H", "H", "C", "C", "O", "H", "H", "H", "H", "H", "H"],
  "coordinates": [[5.25966, -2.52364, 1.34867], [4.31457, -2.02264, 0.25545], [4.72148, -1.76240, -0.84953], [3.05134, -1.90099, 0.66098], [2.14181, -1.49677, -0.38259], [2.12444, 0.01249, -0.72816], [2.65900, 0.48525, -2.09498], [2.11789, -0.23970, -3.33531], [2.64886, -0.04002, -4.38178], [0.57567, -1.43823, -3.35309], [0.73209, 0.28653, -0.73037], [0.36652, 1.60399, -0.17907], [-0.92433, 1.62850, 0.81982], [-2.00721, 1.18804, 0.52879], [-0.80929, 2.24636, 2.15573], [-0.95031, 1.30576, 3.18862], [-0.27992, 0.33954, 3.35802], [-1.94607, 1.55109, 4.08121], [1.65193, 2.10152, 0.31639], [2.62351, 1.08553, 0.34378], [2.64198, 0.65263, 1.79791], [2.66967, 1.58387, 2.57634], [2.91034, 2.58082, 3.16397], [3.98870, 1.79688, 0.11093], [5.13204, 1.19141, 0.59896], [6.31580, 1.87867, 0.30925], [6.20331, 3.04990, -0.40929], [5.11282, 3.64591, -0.84326], [3.97964, 3.00110, -0.57441], [6.27895, -2.62718, 0.98029], [5.21307, -1.77682, 2.15861], [4.86243, -3.44386, 1.79651], [1.13770, -1.76092, -0.04662], [2.32943, -2.12779, -1.26181], [2.35352, 1.53668, -2.20617], [3.75254, 0.42598, -2.16996], [-0.01916, 2.21196, -1.17624], [0.08753, 2.71421, 2.26467], [5.11838, 0.25376, 1.13944], [7.28209, 1.50253, 0.63407], [7.14712, 3.55190, -0.65097], [3.05396, 3.44058, -0.94018], [-4.17667, -0.97208, 6.71063], [-5.34149, -0.08252, 6.31592], [-4.89240, 1.24125, 6.05955], [-3.68020, -0.57866, 7.59889], [-4.51401, -1.99065, 6.91661], [-3.42935, -1.00531, 5.91422], [-6.07657, -0.03267, 7.11941], [-5.83658, -0.46987, 5.41850], [-4.24939, 1.19033, 5.34297], [-5.57521, 0.92947, -1.59910], [-5.44617, 2.39127, -1.98180], [-4.99485, 3.15692, -0.87381], [-6.27277, 0.81231, -0.76809], [-5.92864, 0.33088, -2.44218], [-4.61265, 0.53355, -1.26768], [-6.41165, 2.79354, -2.29142], [-4.73916, 2.51416, -2.81006], [-4.13584, 2.80288, -0.61166], [-0.98951, -4.10603, -6.91512], [-1.66111, -4.16303, -5.55497], [-1.34348, -3.00938, -4.78573], [0.09274, -4.03237, -6.80191], [-1.22289, -4.99466, -7.50549], [-1.31539, -3.22264, -7.46982], [-1.31826, -5.03316, -4.99601], [-2.74957, -4.22941, -5.66403], [-1.65354, -2.23804, -5.27089], [0.14930, 3.30239, -4.61937], [0.86945, 4.62585, -4.44327], [1.98879, 4.48440, -3.57226], [-0.19073, 2.92243, -3.65406], [-0.71366, 3.40891, -5.28057], [0.82347, 2.55131, -5.04080], [0.20424, 5.36794, -4.00285], [1.22090, 5.00702, -5.40944], [2.58413, 3.83748, -3.96443], [-2.94066, -4.18826, 4.35536], [-2.06140, -4.74867, 5.45740], [-0.70674, -4.84456, 5.02841], [-2.88821, -4.81877, 3.46680], [-3.98096, -4.12248, 4.68088], [-2.60217, -3.19199, 4.06133], [-2.38738, -5.75087, 5.73555], [-2.10599, -4.11153, 6.34774], [-0.41135, -3.95915, 4.79197]]
}

=====

{
  "formula": "C22H23ClN4O4S",
  "method": "ωB97M-V/def2-TZVPD",
  "smiles": "Cc1noc(C)c1S(=O)(=O)Nc1ccc(C(=O)N2CCN(c3cccc(Cl)c3)CC2)cc1",
  "charge": 0,
  "elements": ["C", "C", "N", "O", "C", "C", "C", "S", "O", "O", "N", "C", "C", "C", "C", "C", "O", "N", "C", "C", "N", "C", "C", "C", "C", "C", "Cl", "C", "C", "C", "C", "C", "H", "H", "H", "H", "H", "H", "H", "H", "H", "H", "H", "H", "H", "H", "H", "H", "H", "H", "H", "H", "H", "H", "H"],
  "coordinates": [[0.16734, 0.45156, -6.20357], [0.84034, -0.82825, -5.89614], [2.11272, -1.04578, -6.07726], [2.37328, -2.32321, -5.69376], [1.24727, -2.90771, -5.26941], [1.27478, -4.31105, -4.80615], [0.22581, -1.99846, -5.36651], [-1.48534, -2.18065, -5.00576], [-1.71306, -3.47537, -4.44113], [-2.24405, -1.76586, -6.14542], [-1.73933, -0.96654, -3.87584], [-1.49182, -1.09881, -2.51590], [-2.18828, -0.31904, -1.59440], [-1.90856, -0.41640, -0.24568], [-0.93222, -1.29533, 0.21154], [-0.68145, -1.49602, 1.67295], [-0.88894, -2.57080, 2.20549], [-0.21463, -0.43068, 2.36826], [0.13085, 0.86558, 1.84069], [-0.72508, 1.95043, 2.52192], [-0.55928, 1.89278, 3.95800], [0.41859, 2.65399, 4.57773], [0.60032, 3.99505, 4.21228], [1.52436, 4.79053, 4.85570], [2.29747, 4.29575, 5.89336], [2.11246, 2.97684, 6.26511], [3.05740, 2.31401, 7.55675], [1.19975, 2.15760, 5.62660], [-0.91110, 0.57938, 4.45499], [-0.05791, -0.51764, 3.80596], [-0.25963, -2.09121, -0.70848], [-0.52127, -1.98633, -2.06061], [0.81611, 1.07288, -6.81359], [-0.76577, 0.24723, -6.72461], [-0.06473, 0.97655, -5.27782], [1.64946, -4.95570, -5.59948], [1.94418, -4.41191, -3.95260], [0.26856, -4.61448, -4.52902], [-2.51004, -0.36945, -4.13133], [-2.95460, 0.35898, -1.94149], [-2.47224, 0.17935, 0.45739], [-0.00947, 0.88404, 0.76037], [1.18769, 1.06661, 2.06420], [-0.43705, 2.92642, 2.13802], [-1.78204, 1.77981, 2.29089], [-0.00665, 4.42975, 3.43385], [1.63946, 5.82044, 4.55314], [3.01766, 4.91575, 6.40075], [1.11771, 1.13509, 5.95491], [-0.82846, 0.55460, 5.54006], [-1.96074, 0.40399, 4.19278], [-0.38420, -1.51054, 4.11867], [0.99843, -0.38146, 4.06375], [0.47549, -2.79709, -0.35369], [0.00047, -2.60926, -2.76650]]
}

=====

{
  "formula": "C11H14BrO6PSSn",
  "method": "ωB97M-V/def2-TZVPD",
  "charge": 2,
  "elements": ["C", "P", "O", "C", "O", "O", "S", "O", "O", "O", "C", "Br", "C", "C", "C", "C", "C", "C", "C", "C", "H", "H", "H", "H", "H", "H", "H", "H", "H", "H", "H", "H", "H", "H", "Sn"],
  "coordinates": [[-0.12315, 2.75845, 1.98672], [0.56956, 2.30478, 0.29738], [1.33600, 3.68170, -0.28444], [1.91933, 0.97351, 0.46247], [2.37619, 1.16261, 1.83437], [3.12327, 1.07067, -0.30000], [4.10416, -0.17828, 0.25904], [5.03748, 0.15898, 1.31343], [4.94056, -0.67652, -0.81976], [2.83468, -1.19234, 0.70605], [1.53334, -0.56273, 0.49287], [0.56295, -1.23662, 2.10240], [1.06001, -1.29426, -0.80866], [-0.02733, -0.60241, -1.68824], [-1.48429, -0.85331, -1.14981], [-2.02815, -0.30189, 0.08874], [-3.40086, -0.56357, 0.51912], [-4.34383, -1.38447, -0.27890], [-3.79980, -1.94162, -1.52415], [-2.41961, -1.68806, -1.96266], [-0.64503, 3.74342, 1.84795], [0.66515, 2.82459, 2.77998], [-0.88314, 2.01527, 2.34709], [0.68762, 4.26827, -0.72372], [2.71194, 2.08394, 1.88163], [1.89884, -1.59040, -1.49091], [0.56027, -2.26785, -0.43988], [-0.00383, -1.12543, -2.69105], [0.17702, 0.47939, -1.92138], [-1.41791, 0.34205, 0.75881], [-3.75717, -0.12967, 1.48814], [-5.37943, -1.57164, 0.07658], [-4.51238, -2.56830, -2.11666], [-2.13673, -2.13822, -2.94444], [0.26429, -4.00008, -0.09814]]
}

=====

Number 1: E_HOMO -8.0 eV, orbital gap 0.30066 hartree. Number 2: E_HOMO -14.2 eV, orbital gap 0.35455 hartree. Number 3: E_HOMO -7.7 eV, orbital gap 0.31891 hartree. Number 4: E_HOMO -5.5 eV, orbital gap 0.28815 hartree. Number 5: E_HOMO -8.0 eV, orbital gap 0.31010 hartree. Number 6: E_HOMO -14.2 eV, orbital gap 0.11804 hartree.